A molecular structure, C14H16BaN5O2. Source: OMol25; level of theory: ωB97M-V/def2-TZVPD.

Properties
* molecular weight: 423.64 g/mol
* energy relative to the best compared isomer or geometry (same formula, charge and spin): 599.4 kJ/mol
* orbital gap: 6.22 eV
* LUMO energy: -3.41 eV

```
! wB97M-V def2-TZVPD RIJCOSX def2/J DEFGRID3
* xyz 1 1
Ba 0.9010 -0.7814 1.1410
N 3.3043 -1.5329 -1.8626
C 2.3797 -2.5006 -1.4021
C 2.6966 -3.7987 -2.0645
C 1.8453 -4.6221 -2.6882
C 0.4149 -4.5678 -2.7043
C -0.3764 -3.7880 -1.9469
N 1.0772 -2.0223 -1.0814
C 3.6142 -0.2906 -1.3481
C 4.9284 0.1735 -1.5326
C 5.2717 1.4205 -1.0639
C 4.2811 2.2098 -0.4802
C 3.0171 1.6751 -0.3492
N 2.6818 0.4384 -0.7356
H 4.0514 -1.9380 -2.4086
H 3.7565 -4.0182 -2.0793
H 2.2779 -5.4691 -3.2018
H -0.0824 -5.3049 -3.3148
H -1.4453 -3.9498 -1.9767
H 5.6609 -0.4617 -2.0084
H 6.2900 1.7724 -1.1304
H 4.4950 3.2069 -0.1259
H 2.2173 2.2571 0.1029
C -2.3694 -1.2966 -2.1306
C -2.1617 -1.5569 -0.6623
N -2.9837 -1.0956 0.2047
O -4.0701 -0.4144 -0.3240
C -1.0272 -2.3240 -0.1221
C -1.4321 -3.4685 0.8003
N -0.0495 -2.7462 -1.1099
O 2.0817 -2.4795 -0.0410
H -2.1307 -0.2591 -2.3700
H -3.4324 -1.4249 -2.3412
H -1.7946 -1.9479 -2.7778
H -4.5952 -0.1442 0.4407
H -2.0197 -3.0911 1.6332
H -0.5540 -3.9965 1.1785
H -2.0584 -4.1809 0.2574
*
```

***

A molecular structure, C14H16IrN5OS3Te. Source: OMol25; level of theory: ωB97M-V/def2-TZVPD.

Properties
* molecular weight: 686.33 g/mol
* energy relative to the best compared isomer or geometry (same formula, charge and spin): 39.5 kJ/mol
* orbital gap: 6.16 eV
* LUMO energy: -0.55 eV

```
! wB97M-V def2-TZVPD RIJCOSX def2/J DEFGRID3
* xyz 0 1
Ir 0.6836 0.0362 -0.9695
N 1.3318 -3.6033 1.2804
C 1.1471 -2.3501 0.7902
S 0.4112 -2.2208 -0.7961
N 1.5232 -1.3510 1.5195
N 1.2685 -0.1158 0.9444
C 1.6307 0.8892 1.6696
C 1.4619 2.2837 1.3655
C 2.0824 3.1983 2.2364
C 1.9614 4.5553 2.0666
C 1.1835 5.0350 1.0073
C 0.5593 4.1688 0.1417
C 0.6884 2.7734 0.2828
O 0.0603 1.9848 -0.5566
H 1.2284 -4.3872 0.6647
H 1.8489 -3.7102 2.1348
H 2.1025 0.6327 2.6145
H 2.6737 2.8046 3.0554
H 2.4590 5.2407 2.7384
H 1.0724 6.1028 0.8634
H -0.0410 4.5372 -0.6806
C -3.5928 1.5858 -1.4846
N -2.2572 1.4256 -2.0235
C -1.8295 0.3341 -2.6283
N -2.6735 -0.6820 -2.8357
S -0.2004 0.2204 -3.2053
H -3.7010 2.6060 -1.1291
H -3.7764 0.9081 -0.6454
H -4.3382 1.4129 -2.2622
H -1.5131 2.0511 -1.7090
H -3.5407 -0.7544 -2.3290
H -2.2680 -1.5315 -3.1914
Te 2.9741 0.2369 -2.1149
C 4.1994 -0.0097 -0.4421
C 4.9820 0.9515 0.1408
C 5.7766 0.4521 1.2056
C 5.5805 -0.8810 1.4176
S 4.4482 -1.5287 0.3161
H 4.9763 1.9824 -0.1837
H 6.4528 1.0573 1.7925
H 6.0419 -1.5063 2.1654
*
```

***

C14H16N4O3S in the gas phase. Source: OMol25; level of theory: ωB97M-V/def2-TZVPD.

Properties
* SMILES: CCC(C)(C)c1nnc(NC(=O)c2ccc([N+](=O)[O-])cc2)s1
* molecular weight: 320.37 g/mol
* energy relative to the best compared isomer or geometry (same formula, charge and spin): 419.7 kJ/mol
* orbital gap: 8.10 eV
* LUMO energy: -1.18 eV

```
! wB97M-V def2-TZVPD RIJCOSX def2/J DEFGRID3
* xyz 0 1
C 0.8386 -5.9920 1.4189
C 1.0393 -4.4819 1.3840
C 0.0214 -3.7068 0.5270
C 0.0857 -4.1317 -0.9452
C -1.4085 -3.8851 1.0526
C 0.3667 -2.2541 0.6075
N 1.3336 -1.7608 1.2918
N 1.4525 -0.4413 1.2152
C 0.5571 0.0967 0.4550
N 0.4897 1.4477 0.2323
C -0.4451 2.0097 -0.5937
O -1.2692 1.3381 -1.1761
C -0.3622 3.4906 -0.7331
C -0.8196 4.0444 -1.9286
C -0.7830 5.4097 -2.1248
C -0.2973 6.2226 -1.1080
N -0.2534 7.6558 -1.3031
O -0.6339 8.0864 -2.3685
O 0.1631 8.3313 -0.3884
C 0.1388 5.6885 0.0982
C 0.1074 4.3203 0.2842
S -0.5585 -1.0289 -0.2642
H 0.9252 -6.4273 0.4270
H -0.1311 -6.2545 1.8331
H 1.6037 -6.4400 2.0486
H 0.9916 -4.0897 2.4007
H 2.0376 -4.2611 1.0037
H 1.0996 -4.0300 -1.3261
H -0.5757 -3.5109 -1.5464
H -0.2276 -5.1659 -1.0540
H -1.4635 -3.6118 2.1041
H -1.7256 -4.9180 0.9417
H -2.0975 -3.2557 0.4929
H 1.2127 1.9982 0.6732
H -1.2010 3.3838 -2.6918
H -1.1253 5.8587 -3.0445
H 0.4936 6.3531 0.8712
H 0.4203 3.9119 1.2334
*
```

***

5 unconnected molecules or ions with the total composition C14H16N5O11. Source: OMol25; level of theory: ωB97M-V/def2-TZVPD.

Properties
* molecular weight: 430.31 g/mol
* energy relative to the best compared isomer or geometry (same formula, charge and spin): 162.9 kJ/mol
* orbital gap: 4.31 eV
* LUMO energy: 1.14 eV

```
! wB97M-V def2-TZVPD RIJCOSX def2/J DEFGRID3
* xyz -1 1
N -0.7739 0.4417 1.0778
O -0.1378 -0.3366 1.7679
O -1.6002 0.1021 0.3050
O -0.6423 1.5024 1.6604
C -6.9339 -0.3336 -1.7369
N -6.4820 0.6823 -2.7593
O -6.0549 0.2268 -3.8050
O -6.7340 1.8846 -2.5080
H -7.9992 -0.4995 -1.8976
H -6.5851 0.0325 -0.7714
H -6.3711 -1.2558 -1.8815
C -5.6423 3.5866 3.6196
N -5.0737 3.5711 4.9926
O -3.8496 3.5522 5.0110
O -5.7321 4.0117 5.9216
H -6.6026 3.0910 3.7621
H -5.0242 2.9009 3.0400
H -5.7897 4.6297 3.3398
C 4.1274 -8.8597 1.0272
C 4.4840 -9.0111 2.3689
C 4.5963 -7.9059 3.1393
C 4.5541 -6.6173 2.5389
C 4.0256 -6.4500 1.2741
C 3.9214 -7.5790 0.4470
N 4.9698 -5.4233 3.3236
O 4.3001 -4.3740 3.1544
O 5.8483 -5.6194 4.1274
H 4.0994 -9.6803 0.3256
H 4.6124 -10.0597 2.5934
H 4.7517 -7.9252 4.2079
H 3.7705 -5.4471 0.9648
H 3.6418 -7.4525 -0.5884
C 1.5166 6.7665 -2.2619
C 0.5238 5.8383 -2.4246
C 0.7977 4.7446 -3.3136
C 2.0488 4.6031 -3.9641
C 2.9951 5.6652 -3.7655
C 2.6904 6.7798 -2.9891
N 2.3741 3.4469 -4.8566
O 1.4970 2.7918 -5.3500
O 3.5750 3.1358 -4.9784
H 1.2938 7.6074 -1.6219
H -0.4237 6.0894 -1.9713
H 0.0131 4.0175 -3.4626
H 3.9609 5.6091 -4.2455
H 3.4631 7.5189 -2.8371
*
```

***

A molecular structure, C14H16N6O4STl. Source: OMol25; level of theory: ωB97M-V/def2-TZVPD.

Properties
* molecular weight: 568.77 g/mol
* energy relative to the best compared isomer or geometry (same formula, charge and spin): 118.7 kJ/mol
* orbital gap: 6.65 eV
* LUMO energy: 1.88 eV

```
! wB97M-V def2-TZVPD RIJCOSX def2/J DEFGRID3
* xyz -1 1
Tl 0.7986 -1.0743 0.6870
O 3.7951 2.9851 0.4188
C 3.1167 1.8117 0.2900
O 1.8909 1.7431 0.2016
C 4.0617 0.5918 0.1974
C 5.4243 0.6742 -0.0382
C 6.1644 -0.5339 0.0194
C 5.4398 -1.7279 0.2020
C 4.0446 -1.7130 0.3354
N 3.4066 -0.5564 0.3309
C 3.3741 -3.0829 0.5791
O 4.1323 -4.0549 0.6318
O 2.1170 -3.1055 0.7461
H 3.0860 3.6465 0.4659
H 5.7985 1.6465 -0.2107
H 7.2431 -0.5098 -0.0326
H 5.9066 -2.6980 0.3275
C -1.7539 3.7034 -0.2713
N -2.7744 2.7540 -0.3675
C -3.9379 3.0707 -1.1114
C -2.5533 1.6315 0.4212
S -1.6721 1.5963 1.8554
N -3.1420 0.5047 -0.1035
C -3.6496 -0.5631 0.8602
C -2.7904 -0.0308 -1.4111
H -2.0623 4.5649 -0.9673
H -0.7236 3.2842 -0.3395
H -1.7269 4.0943 0.7619
H -4.5722 3.7377 -0.4718
H -4.5560 2.1564 -1.2739
H -3.7169 3.5187 -2.0595
H -4.5989 -0.1393 1.3010
H -2.9422 -0.7797 1.6900
H -3.8601 -1.4786 0.3344
H -2.2394 0.7694 -1.9791
H -3.7353 -0.2736 -1.9506
H -2.1284 -0.8719 -1.3385
N -1.3281 -2.9532 0.2451
C -1.7091 -4.0454 0.5631
N -2.0615 -5.2304 0.9353
C -2.5551 -6.0691 0.0447
N -3.0106 -6.9935 -0.5185
*
```

***

A molecular structure, C14H16NOOsS. Source: OMol25; level of theory: ωB97M-V/def2-TZVPD.

Properties
* molecular weight: 436.58 g/mol
* orbital gap (alpha / beta): 7.72 / 5.44 eV
* LUMO energy (alpha / beta): -12.59 / -14.83 eV

```
! wB97M-V def2-TZVPD RIJCOSX def2/J DEFGRID3
* xyz 3 5
Os -14.7320 2.0919 0.6621
C -16.3918 5.2397 3.1160
C -15.5577 3.9685 2.8674
C -14.3032 3.7198 3.4539
C -13.5608 2.5815 3.1639
C -12.1272 2.4128 3.4575
C -14.1122 1.4968 2.4578
C -15.6365 1.5049 2.2234
C -16.5418 0.3319 2.2484
C -16.1220 2.9526 2.0356
H -16.2921 5.9082 2.2962
H -16.0085 5.7488 4.0025
H -17.4496 4.8995 3.2565
H -13.9205 4.5382 4.0579
H -11.6532 2.3088 2.4688
H -11.9362 1.5450 4.0895
H -11.7010 3.2939 3.9734
H -13.6060 0.5181 2.5481
H -17.2523 0.4078 1.4067
H -17.2610 0.4277 3.0954
H -16.0465 -0.6492 2.1621
H -17.0690 3.1602 1.5006
O -13.6012 2.2752 -0.8289
N -14.0633 2.6171 -2.0846
C -13.0710 2.6498 -2.9770
C -13.3683 3.0789 -4.2276
C -14.7806 3.3758 -4.5341
C -15.8288 3.1398 -3.6582
C -15.4086 2.7956 -2.3291
S -16.5044 2.4125 -1.0345
H -12.1061 2.3266 -2.6542
H -12.5594 3.0883 -4.9870
H -15.0660 3.6781 -5.5375
H -16.8772 3.2193 -3.8992
*
```

***

2 unconnected molecules or ions with the total composition C14H16O. Source: OMol25; level of theory: ωB97M-V/def2-TZVPD.

Properties
* molecular weight: 200.28 g/mol
* energy relative to the best compared isomer or geometry (same formula, charge and spin): 212.5 kJ/mol
* orbital gap (alpha / beta): 2.06 / 5.95 eV
* LUMO energy (alpha / beta): 2.73 / 2.65 eV

```
! wB97M-V def2-TZVPD RIJCOSX def2/J DEFGRID3
* xyz -1 2
C -3.1355 -1.8749 -1.1225
C -0.9422 -0.9322 -2.2268
C -1.8131 -1.9077 -1.6290
C 0.4920 -1.0992 -2.5085
C 1.0681 -2.2893 -1.9913
C -1.1630 -3.1207 -1.1280
C 0.2147 -3.3242 -1.4844
H -1.3814 0.0064 -2.4651
H 1.1756 -0.4746 -3.1048
H -3.9068 -1.7331 -1.8794
H -3.2499 -0.9686 -0.6124
H 2.0831 -2.4592 -2.0661
H -1.6358 -3.7876 -0.4367
H 0.5739 -4.3493 -1.2766
H -3.5779 -2.6289 -0.4984
C 0.1306 -0.4369 1.7558
C -0.0447 1.8352 0.8777
C 0.7039 0.9609 1.7521
C 0.3188 3.1370 0.6932
C 1.7691 1.5659 2.4596
C 1.4536 3.7035 1.3221
C 2.1892 2.8644 2.1289
O 1.6592 5.0322 1.3693
H -0.9132 1.4740 0.3626
H -0.1780 3.7728 0.0101
H 0.7263 -1.2577 2.2193
H 0.1695 -0.6039 0.6432
H 2.4178 1.0294 3.1781
H 3.1537 3.1470 2.5679
H 2.5333 5.2607 0.9689
H -0.8908 -0.5415 2.1213
*
```

***

2 unconnected molecules or ions with the total composition C14H16O. Source: OMol25; level of theory: ωB97M-V/def2-TZVPD.

Properties
* SMILES: Cc1ccc(O)cc1.Cc1ccccc1
* molecular weight: 200.28 g/mol
* energy relative to the best compared isomer or geometry (same formula, charge and spin): 111.2 kJ/mol
* orbital gap: 9.10 eV
* LUMO energy: 0.71 eV

```
! wB97M-V def2-TZVPD RIJCOSX def2/J DEFGRID3
* xyz 0 1
C -3.4721 1.7019 2.6111
C -3.1076 0.7862 1.4928
C -3.7581 0.7208 0.2602
C -3.4997 -0.3345 -0.6030
C -2.4470 -1.2205 -0.3474
O -2.3792 -2.2772 -1.2260
C -1.6530 -1.0244 0.7544
C -1.9442 0.0489 1.6339
H -3.3192 2.7871 2.4348
H -2.8196 1.5926 3.5074
H -4.5375 1.5848 2.8325
H -4.4447 1.4842 -0.0526
H -3.8403 -0.3093 -1.6349
H -1.5837 -2.7969 -1.0344
H -0.8287 -1.6764 1.0488
H -1.3751 0.0085 2.5466
C 2.6400 -1.9447 0.1779
C 2.8898 -0.7113 -0.6281
C 3.6923 -0.7475 -1.7850
C 3.9147 0.4439 -2.4270
C 3.5076 1.6805 -1.9384
C 2.6568 1.7036 -0.8216
C 2.2851 0.4927 -0.2660
H 1.5955 -1.8667 0.5335
H 3.2395 -1.9498 1.1121
H 2.6407 -2.9250 -0.2915
H 3.8556 -1.7249 -2.2070
H 4.4932 0.5852 -3.3672
H 3.6505 2.6093 -2.4642
H 2.3294 2.6854 -0.4556
H 1.6192 0.5934 0.6038
*
```

***

no.,maximum force (eV/Å)
1,3.00
2,1.49
3,1.80
4,7.49
5,3.37
6,4.87
7,6.67
8,2.88